1.
# C3H12O3S2

A 3-piece molecular cluster, C3H12O3S2 overall at a distorted geometry (ωB97M-V/def2-TZVPD, the OMol25 dataset).

Bonds (Å) are listed after each position.
Positions of all 20 atoms, in Å:
1 O -1.730 -1.907 -2.200  H6 0.961, H16 0.960
2 H -3.917 0.167 -0.544  O12 0.957
3 C 1.313 0.994 -1.261  C5 1.538, H8 1.069, O13 1.418, H18 1.077
4 H -0.482 -0.135 -0.678  C5 1.086
5 C 0.570 -0.301 -0.891  C3 1.538, H4 1.086, C14 1.520, H15 1.090
6 H -1.833 -2.263 -3.087  O1 0.961
7 H 1.268 -2.114 0.186  C14 1.097
8 H 0.868 1.792 -0.707  C3 1.069
9 H -2.630 0.384 -1.433  O12 0.960
10 H -0.680 1.524 1.888  S20 1.343
11 H 2.284 -0.801 0.451  C14 1.085
12 O -3.017 0.492 -0.562  H2 0.957, H9 0.960
13 O 1.265 1.278 -2.649  C3 1.418, H17 0.962
14 C 1.237 -1.020 0.270  C5 1.520, H7 1.097, H11 1.085, S19 1.835
15 H 0.654 -0.946 -1.766  C5 1.090
16 H -2.400 -2.276 -1.621  O1 0.960
17 H 0.333 1.328 -2.882  O13 0.962
18 H 2.341 0.944 -0.945  C3 1.077
19 S 0.376 -0.840 1.880  C14 1.835, S20 2.050
20 S 0.551 1.163 2.283  H10 1.343, S19 2.050

Calculated values
- Orbital gap: 8.96 eV
- ΔE to the lowest compared entry with this formula, charge and spin: 10.6 kcal/mol
- Total charge: 0
- 2S+1: 1



2.
# C3H12O4

A 4-piece molecular cluster, C3H12O4 overall at a distorted geometry (ωB97M-V/def2-TZVPD, the OMol25 dataset).

Bonds (Å) are listed after each position.
Positions of all 19 atoms, in Å:
1 O -0.030 0.221 0.401  H10 0.949, C12 1.348
2 H -2.249 1.032 -0.340  C7 1.090
3 H -4.394 -0.250 -0.296  C5 1.085
4 H -4.123 -0.054 1.474  C5 1.103
5 C -3.705 -0.429 0.523  H3 1.085, H4 1.103, C7 1.518, H16 1.127
6 H -1.122 -1.552 0.840  C12 1.094
7 C -2.314 0.110 0.237  H2 1.090, C5 1.518, C12 1.343
8 H 2.862 0.837 -1.018  O17 1.039
9 O 1.700 2.035 -0.669  H13 1.012, H14 1.033
10 H 0.634 -0.452 0.484  O1 0.949
11 H 2.236 -2.458 0.380  O18 0.950
12 C -1.161 -0.495 0.563  O1 1.348, H6 1.094, C7 1.343
13 H 1.444 3.014 -0.660  O9 1.012
14 H 0.928 1.540 -0.194  O9 1.033
15 H 4.359 0.844 -1.439  O17 1.001
16 H -3.632 -1.553 0.521  C5 1.127
17 O 3.694 0.215 -1.033  H8 1.039, H15 1.001
18 O 2.090 -1.522 0.299  H11 0.950, H19 0.900
19 H 2.782 -1.083 -0.074  O18 0.900

Calculated values
- Orbital gap: 9.23 eV
- ΔE to the lowest compared entry with this formula, charge and spin: 23.8 kcal/mol
- Total charge: 0
- 2S+1: 1



3.
# C3H12O4

A 4-piece molecular cluster, C3H12O4 overall at a distorted geometry (ωB97M-V/def2-TZVPD, the OMol25 dataset).

Bonds (Å) are listed after each position.
Positions of all 19 atoms, in Å:
1 O 0.044 3.990 -1.041  H5 0.877, H19 0.890
2 H -1.939 0.635 2.563  C18 1.065
3 H 2.041 2.941 -5.332  O14 1.041
4 H 3.310 2.238 -4.864  O14 0.954
5 H -0.209 3.165 -0.888  O1 0.877
6 C -2.148 -1.463 2.022  H9 1.166, H10 1.081, H12 1.176, C18 1.529
7 O 2.934 -4.500 1.538  H11 0.904, H13 0.975
8 C -0.955 0.223 0.667  H15 1.120, O17 1.159, C18 1.537
9 H -3.261 -1.729 2.250  C6 1.166
10 H -1.476 -1.911 2.740  C6 1.081
11 H 2.497 -4.382 0.755  O7 0.904
12 H -1.968 -2.004 0.993  C6 1.176
13 H 3.587 -5.201 1.359  O7 0.975
14 O 2.963 2.601 -5.676  H3 1.041, H4 0.954
15 H -0.216 -0.598 0.481  C8 1.120
16 H -3.101 0.397 1.271  C18 1.167
17 O -0.740 1.191 0.067  C8 1.159
18 C -2.078 0.030 1.697  H2 1.065, C6 1.529, C8 1.537, H16 1.167
19 H 0.714 4.377 -0.602  O1 0.890

Calculated values
- Orbital gap: 10.72 eV
- ΔE to the lowest compared entry with this formula, charge and spin: 47.0 kcal/mol
- Total charge: 0
- 2S+1: 1



4.
# C3H12OSSi2

A single C3H12OSSi2 molecule at a distorted geometry (ωB97M-V/def2-TZVPD, the OMol25 dataset).

Bonds (Å) are listed after each position.
Positions of all 19 atoms, in Å:
1 H -0.416 -0.108 -2.539  C16 1.060
2 Si -2.455 0.442 0.968  H6 1.457, O12 1.683, H14 1.533, S15 2.138
3 H 0.920 2.100 1.273  C5 1.130
4 H 0.956 -1.167 -2.159  C16 1.070
5 C 1.568 1.527 0.545  H3 1.130, H8 1.119, H11 1.168, Si19 1.996
6 H -2.056 1.623 1.722  Si2 1.457
7 H -3.389 -0.535 -1.346  S15 1.304
8 H 2.393 0.941 1.020  C5 1.119
9 H 1.106 -1.424 1.781  C10 1.060
10 C 1.324 -1.590 0.757  H9 1.060, H13 1.048, H18 1.096, Si19 1.949
11 H 1.999 2.232 -0.280  C5 1.168
12 O -0.929 -0.170 0.609  Si2 1.683, Si19 1.607
13 H 0.893 -2.533 0.599  C10 1.048
14 H -3.008 -0.754 1.751  Si2 1.533
15 S -3.527 0.670 -0.867  Si2 2.138, H7 1.304
16 C 0.522 -0.196 -2.051  H1 1.060, H4 1.070, H17 1.061, Si19 1.961
17 H 1.174 0.596 -2.322  C16 1.061
18 H 2.414 -1.615 0.636  C10 1.096
19 Si 0.510 -0.039 -0.096  C5 1.996, C10 1.949, O12 1.607, C16 1.961

Calculated values
- Orbital gap: 10.39 eV
- ΔE to the lowest compared entry with this formula, charge and spin: 5.7 kcal/mol
- Total charge: 0
- 2S+1: 1



5.
# C3H13N2

A 2-piece molecular cluster, C3H13N2 overall at a distorted geometry (ωB97M-V/def2-TZVPD, the OMol25 dataset).

Bonds (Å) are listed after each position.
Positions of all 18 atoms, in Å:
1 H -1.284 1.230 -0.713  C5 1.076
2 N 0.495 0.832 0.268  H3 1.016, H4 1.058, C5 1.517, H10 1.021
3 H 1.010 1.657 -0.026  N2 1.016
4 H 0.674 -0.054 -0.283  N2 1.058
5 C -0.990 1.138 0.317  H1 1.076, N2 1.517, C7 1.528, H15 1.082
6 N 0.981 -1.565 -1.231  H8 1.009, C9 1.447, H12 1.008
7 C -1.210 2.462 1.049  C5 1.528, H11 1.082, H14 1.081, H16 1.095
8 H 1.973 -1.580 -1.413  N6 1.009
9 C 0.661 -2.810 -0.566  N6 1.447, H13 1.085, H17 1.084, H18 1.093
10 H 0.766 0.541 1.207  N2 1.021
11 H -2.145 2.546 1.586  C7 1.082
12 H 0.397 -1.380 -2.031  N6 1.008
13 H -0.390 -3.039 -0.712  C9 1.085
14 H -0.372 2.749 1.668  C7 1.081
15 H -1.421 0.345 0.915  C5 1.082
16 H -1.298 3.245 0.289  C7 1.095
17 H 1.335 -3.616 -0.834  C9 1.084
18 H 0.819 -2.700 0.510  C9 1.093

Calculated values
- Orbital gap: 10.78 eV
- ΔE to the lowest compared entry with this formula, charge and spin: 23.2 kcal/mol
- Total charge: +1
- 2S+1: 1



6.
# C3H13N2O

A 2-piece molecular cluster, C3H13N2O overall at a distorted geometry (ωB97M-V/def2-TZVPD, the OMol25 dataset).

Bonds (Å) are listed after each position.
Positions of all 19 atoms, in Å:
1 C -0.963 0.784 0.900  H3 1.145, N10 1.550, H11 1.110, H19 1.083
2 H -1.068 -1.204 0.524  N10 1.052
3 H -0.360 1.531 1.525  C1 1.145
4 C 0.740 -0.547 -0.630  H5 1.151, C8 1.544, N10 1.527, H14 1.100
5 H 1.620 0.154 -0.388  C4 1.151
6 H -0.108 0.938 -2.193  C8 1.127
7 H 0.681 -0.584 -2.636  C8 1.110
8 C -0.034 -0.150 -1.906  C4 1.544, H6 1.127, H7 1.110, N15 1.545
9 O 1.958 0.756 2.507  H12 0.988, H13 0.938
10 N -0.251 -0.542 0.532  C1 1.550, H2 1.052, C4 1.527, H17 1.057
11 H -1.242 1.363 -0.005  C1 1.110
12 H 2.690 1.384 2.723  O9 0.988
13 H 1.990 0.257 3.300  O9 0.938
14 H 0.962 -1.623 -0.627  C4 1.100
15 N -1.361 -0.937 -1.969  C8 1.545, H16 0.980, H18 1.059
16 H -1.539 -0.906 -2.933  N15 0.980
17 H 0.282 -0.818 1.403  N10 1.057
18 H -2.131 -0.345 -1.547  N15 1.059
19 H -1.866 0.489 1.421  C1 1.083

Calculated values
- Expectation value of S²: 0.75
- Orbital gap (spin up / spin down): 3.73 / 10.95 eV
- ΔE to the lowest compared entry with this formula, charge and spin: 31.6 kcal/mol
- Total charge: 0
- 2S+1: 2



7.
# C3H13N2O

A 2-piece molecular cluster, C3H13N2O overall at a distorted geometry (ωB97M-V/def2-TZVPD, the OMol25 dataset).

Bonds (Å) are listed after each position.
Positions of all 19 atoms, in Å:
1 H 0.908 -2.427 2.748  O3 0.931
2 C 0.562 1.636 -1.733  H4 1.064, H7 1.090, C10 1.528, H13 1.134
3 O 0.105 -1.973 2.627  H1 0.931, H5 0.942
4 H -0.385 1.999 -2.056  C2 1.064
5 H -0.176 -1.755 3.499  O3 0.942
6 H 0.660 -0.436 -1.871  C10 1.158
7 H 0.934 2.464 -1.130  C2 1.090
8 C -1.270 -0.154 -0.696  C10 1.681, H14 1.189, H16 1.095, N19 1.464
9 N 1.210 0.290 0.228  C10 1.556, H11 1.057, H12 1.005, H17 1.012
10 C 0.313 0.295 -1.043  C2 1.528, H6 1.158, C8 1.681, N9 1.556
11 H 0.526 0.282 1.033  N9 1.057
12 H 1.764 -0.545 0.300  N9 1.005
13 H 1.134 1.618 -2.712  C2 1.134
14 H -1.485 -1.034 -1.466  C8 1.189
15 H -1.479 -1.416 0.987  N19 0.940
16 H -1.913 0.709 -0.895  C8 1.095
17 H 1.934 0.998 0.210  N9 1.012
18 H -1.997 -0.024 1.254  N19 0.982
19 N -1.346 -0.526 0.717  C8 1.464, H15 0.940, H18 0.982

Calculated values
- Orbital gap: 10.61 eV
- ΔE to the lowest compared entry with this formula, charge and spin: 40.4 kcal/mol
- Total charge: +1
- 2S+1: 1



8.
# C3H13N2O3

A 3-piece molecular cluster, C3H13N2O3 overall at a distorted geometry (ωB97M-V/def2-TZVPD, the OMol25 dataset).

Bonds (Å) are listed after each position.
Positions of all 21 atoms, in Å:
1 O -1.437 2.341 -0.843  H12 0.968, H19 0.971
2 H 0.147 -0.198 1.486  N5 1.016
3 H 0.974 0.657 -1.064  C18 1.119
4 H -1.810 -0.624 -1.611  C9 1.094
5 N -0.144 -0.055 0.523  H2 1.016, C8 1.454, C18 1.522
6 O 2.223 0.070 0.499  C18 1.325
7 H -1.734 -2.399 -1.366  C9 1.090
8 C -0.315 -1.319 -0.177  N5 1.454, C9 1.528, H16 1.107, H20 1.091
9 C -1.668 -1.425 -0.881  H4 1.094, H7 1.090, C8 1.528, N10 1.495
10 N -2.826 -1.330 0.060  C9 1.495, H11 1.008, H21 1.012
11 H -3.290 -0.443 -0.058  N10 1.008
12 H -1.808 1.525 -0.477  O1 0.968
13 H 3.694 0.995 0.545  O17 0.999
14 H 1.023 1.717 0.370  C18 1.123
15 H 4.136 1.237 1.935  O17 0.962
16 H 0.466 -1.415 -0.955  C8 1.107
17 O 4.476 1.366 1.044  H13 0.999, H15 0.962
18 C 1.120 0.646 0.046  H3 1.119, N5 1.522, O6 1.325, H14 1.123
19 H -0.517 2.180 -0.578  O1 0.971
20 H -0.200 -2.182 0.480  C8 1.091
21 H -2.511 -1.344 1.022  N10 1.012

Calculated values
- Orbital gap: 7.74 eV
- ΔE to the lowest compared entry with this formula, charge and spin: 2.0 kcal/mol
- Total charge: -1
- 2S+1: 1



9.
# C3H13N2O3

A 3-piece molecular cluster, C3H13N2O3 overall at a distorted geometry (ωB97M-V/def2-TZVPD, the OMol25 dataset).

Bonds (Å) are listed after each position.
Positions of all 21 atoms, in Å:
1 H -1.253 -1.328 -0.327  C18 1.132
2 H 3.062 0.048 1.083  C6 1.082
3 H 2.144 0.055 -0.522  C6 1.084
4 N -0.371 -0.368 1.206  C18 1.549, C20 1.528, H21 1.010
5 H 0.774 -1.002 -1.782  O10 0.951
6 C 2.130 -0.091 0.552  H2 1.082, H3 1.084, N14 1.548, C20 1.551
7 H 0.956 0.786 2.331  C20 1.100
8 H -2.272 1.688 -0.211  O12 1.156
9 H -0.133 -2.009 -2.486  O10 0.965
10 O 0.588 -1.385 -2.633  H5 0.951, H9 0.965
11 O -2.279 0.373 -0.064  C18 1.322
12 O -1.919 2.768 -0.419  H8 1.156, H13 0.948
13 H -1.208 2.475 -0.973  O12 0.948
14 N 2.140 -1.626 0.749  C6 1.548, H15 1.007, H16 1.012
15 H 1.389 -2.017 0.205  N14 1.007
16 H 1.911 -1.737 1.729  N14 1.012
17 H -0.337 0.187 -0.841  C18 1.105
18 C -1.100 -0.220 -0.153  H1 1.132, N4 1.549, O11 1.322, H17 1.105
19 H 0.656 1.454 0.785  C20 1.098
20 C 0.888 0.497 1.272  N4 1.528, C6 1.551, H7 1.100, H19 1.098
21 H -0.787 -0.013 2.055  N4 1.010

Calculated values
- Orbital gap: 7.79 eV
- ΔE to the lowest compared entry with this formula, charge and spin: 33.0 kcal/mol
- Total charge: -1
- 2S+1: 1



10.
# C3H13N2O3

A 3-piece molecular cluster, C3H13N2O3 overall at a distorted geometry (ωB97M-V/def2-TZVPD, the OMol25 dataset).

Bonds (Å) are listed after each position.
Positions of all 21 atoms, in Å:
1 H 2.655 2.606 2.033  O11 0.964
2 C -2.061 -1.202 -1.974  C4 1.554, H6 1.094, H9 1.076, N13 1.466
3 O 0.372 0.391 3.737  H10 0.966, H21 0.973
4 C -0.711 -1.070 -1.215  C2 1.554, N8 1.435, H16 1.088, H20 1.099
5 H 2.001 -0.428 -0.750  C18 1.113
6 H -1.960 -1.781 -2.896  C2 1.094
7 H -3.360 -1.367 -0.330  N13 1.010
8 N 0.122 0.007 -1.668  C4 1.435, H17 1.011, C18 1.552
9 H -2.406 -0.261 -2.367  C2 1.076
10 H -0.492 0.027 3.971  O3 0.966
11 O 3.163 2.563 1.215  H1 0.964, H12 0.972
12 H 2.622 1.909 0.741  O11 0.972
13 N -3.038 -1.894 -1.130  C2 1.466, H7 1.010, H15 1.010
14 O 0.657 0.537 0.581  C18 1.330
15 H -2.566 -2.707 -0.760  N13 1.010
16 H -0.944 -1.051 -0.153  C4 1.088
17 H -0.292 0.928 -1.709  N8 1.011
18 C 1.209 0.341 -0.612  H5 1.113, N8 1.552, O14 1.330, H19 1.124
19 H 1.702 1.269 -1.011  C18 1.124
20 H -0.148 -1.973 -1.492  C4 1.099
21 H 0.356 0.198 2.783  O3 0.973

Calculated values
- Orbital gap: 7.24 eV
- ΔE to the lowest compared entry with this formula, charge and spin: 13.1 kcal/mol
- Total charge: -1
- 2S+1: 1



11.
# C3H13N2O3

A 3-piece molecular cluster, C3H13N2O3 overall at a distorted geometry (ωB97M-V/def2-TZVPD, the OMol25 dataset).

Bonds (Å) are listed after each position.
Positions of all 21 atoms, in Å:
1 H -2.764 0.974 1.226  N9 1.008
2 H 2.711 -1.518 1.600  C20 1.093
3 C -0.352 -1.168 0.145  H8 1.082, N16 1.510, C17 1.546, H19 1.086
4 H 1.368 2.243 -0.334  O10 0.966
5 H 2.073 -2.645 0.370  C20 1.081
6 H -0.625 3.095 -3.286  O13 0.969
7 H 1.469 -0.435 -0.319  N16 1.017
8 H -0.570 -0.995 -0.900  C3 1.082
9 N -2.199 0.433 0.591  H1 1.008, H11 1.005, C17 1.340
10 O 0.585 1.678 -0.348  H4 0.966, H21 0.982
11 H -2.259 0.583 -0.401  N9 1.005
12 O -1.145 -0.643 2.289  C17 1.214
13 O -0.643 2.303 -2.729  H6 0.969, H14 0.964
14 H -1.066 1.654 -3.303  O13 0.964
15 H 1.274 -2.276 2.009  C20 1.086
16 N 1.055 -0.788 0.541  C3 1.510, H7 1.017, H18 1.017, C20 1.488
17 C -1.286 -0.401 1.108  C3 1.546, N9 1.340, O12 1.214
18 H 0.994 -0.052 1.240  N16 1.017
19 H -0.497 -2.201 0.445  C3 1.086
20 C 1.811 -1.926 1.133  H2 1.093, H5 1.081, H15 1.086, N16 1.488
21 H 0.068 2.086 -1.076  O10 0.982

Calculated values
- Orbital gap: 10.98 eV
- ΔE to the lowest compared entry with this formula, charge and spin: 18.7 kcal/mol
- Total charge: +1
- 2S+1: 1



12.
# C3H13N2O3

A 3-piece molecular cluster, C3H13N2O3 overall at a distorted geometry (ωB97M-V/def2-TZVPD, the OMol25 dataset).

Bonds (Å) are listed after each position.
Positions of all 21 atoms, in Å:
1 H 1.591 -1.106 2.237  C3 1.062
2 H 1.675 -1.716 -0.139  C16 1.109
3 C 1.081 -0.396 1.634  H1 1.062, H13 1.054, C16 1.584, C18 1.558
4 N -1.086 -1.047 2.535  H10 1.029, C18 1.383, H20 0.960
5 H 1.558 1.221 -0.537  N7 1.017
6 H 0.109 0.291 -0.665  N7 1.129
7 N 1.234 0.284 -0.762  H5 1.017, H6 1.129, C16 1.501, H17 1.034
8 O -2.115 1.717 -0.976  H15 0.948, H19 0.936
9 O -0.297 0.071 -3.081  H11 0.981, H21 1.007
10 H -2.108 -0.965 2.458  N4 1.029
11 H -0.681 0.214 -3.972  O9 0.981
12 H 2.872 -0.433 0.402  C16 1.125
13 H 1.172 0.601 1.964  C3 1.054
14 O -0.968 -0.208 0.379  C18 1.203
15 H -2.868 2.020 -1.465  O8 0.948
16 C 1.787 -0.682 0.245  H2 1.109, C3 1.584, N7 1.501, H12 1.125
17 H 1.398 0.073 -1.762  N7 1.034
18 C -0.450 -0.567 1.404  C3 1.558, N4 1.383, O14 1.203
19 H -2.455 0.973 -0.522  O8 0.936
20 H -0.669 -1.238 3.378  N4 0.960
21 H -0.780 0.892 -2.756  O9 1.007

Calculated values
- Orbital gap: 11.89 eV
- ΔE to the lowest compared entry with this formula, charge and spin: 19.3 kcal/mol
- Total charge: +1
- 2S+1: 1